No. 1
The following is a DFT calculation (wB97M-V/def2-TZVPD) of 3 unconnected molecules or ions with the total composition C6H12N2O.

Calculated values
SMILES: C=C(C)C#N.C=N.CO
HOMO energy (eV): -9.129
Kohn-Sham gap (eV): 9.1703
Relative energy (zero: lowest compared OMol25 entry of this formula, charge and spin) (eV): 3.559
LUMO (eV): 0.04

XYZ file:
```
21
Properties=species:S:1:pos:R:3:forces:R:3
C 1.8953 -1.0799 -1.3033 -0.25 -0.05 -0.11
C 1.0166 -1.7635 -0.5711 0.85 0.39 -0.82
C 1.2004 -3.1939 -0.1539 -0.30 -0.18 -0.14
C -0.1622 -1.1283 -0.0607 -1.21 -1.03 2.71
N -1.0340 -1.0007 0.7066 1.18 -0.23 -1.49
H 2.7359 -1.5726 -1.7671 0.22 -0.07 0.25
H 1.7870 -0.0243 -1.4976 -0.18 0.08 -0.13
H 0.3387 -3.7911 -0.4541 0.01 -0.05 0.05
H 2.0927 -3.6146 -0.6130 0.02 0.07 0.00
H 1.2895 -3.2643 0.9307 -0.01 0.03 -0.01
C -0.3891 1.8152 -0.9752 0.94 -2.22 -0.91
N 0.4628 2.5566 -0.4319 0.43 0.97 0.62
H -0.3173 0.6470 -0.9498 -0.39 2.27 -0.28
H -1.0860 2.2461 -1.6897 -0.15 -0.14 0.12
H 1.1017 2.0971 0.2198 -0.10 -0.24 -0.33
C -1.7991 2.1581 1.6390 -0.20 -0.17 0.14
O -2.0660 1.4166 0.4699 -0.37 -2.40 0.67
H -2.6708 2.1492 2.3044 0.14 0.06 0.01
H -0.9343 1.7629 2.1808 0.01 0.03 0.05
H -1.5796 3.1799 1.3454 0.05 0.14 -0.01
H -1.8822 0.4045 0.6708 -0.69 2.77 -0.37
```
Positions in Å, forces in eV/Å.

=====

No. 2
The following is a DFT calculation (wB97M-V/def2-TZVPD) of a single C8H10ClNO4S molecule.

Calculated values
HOMO energy (spin up / spin down) (eV): -6.970 / -9.814
Spin multiplicity: 3
Kohn-Sham gap (spin up / spin down) (eV): 7.5436 / 6.6902
<S²>: 2.0067
Relative energy (zero: lowest compared OMol25 entry of this formula, charge and spin) (eV): 0.000
LUMO (spin up / spin down) (eV): 0.57 / -3.12

XYZ file:
```
25
Properties=species:S:1:pos:R:3:forces:R:3
C -0.6966 -2.0516 1.2268 1.29 0.85 -0.44
C 2.0285 0.6343 1.1462 -3.04 5.51 1.57
C -0.4190 -2.6676 -0.1638 0.50 -0.93 0.41
C 0.5552 0.3580 1.1277 -1.92 0.40 0.86
C 0.6778 -1.6665 -0.3176 2.23 2.42 0.49
C -0.2088 0.9878 -0.1569 -0.57 -1.52 0.41
C -1.7180 0.7065 -0.0996 0.04 3.16 0.14
C 0.0528 2.4006 -0.6655 0.77 -0.61 -1.16
N 0.3248 -1.0481 0.9745 -0.44 -1.77 -0.38
O -1.3792 -2.2586 2.1701 -0.35 0.05 0.11
O 2.9418 -0.1362 0.9335 3.46 -2.97 -0.76
O 1.3947 0.3776 -2.2356 0.81 0.11 0.48
O -0.6947 -0.7150 -2.3333 -4.98 -1.52 -2.80
S 0.2894 -0.2034 -1.5275 5.16 0.36 3.12
Cl 0.1911 3.6615 0.5742 -0.41 -0.12 0.25
H 2.2408 1.7067 1.5844 0.05 -1.83 -0.69
H -0.1371 -3.7053 -0.3139 0.00 -0.17 0.57
H -1.2053 -2.4819 -0.8430 -1.10 0.36 -0.68
H 0.0673 0.7000 2.1359 0.68 -0.33 -1.98
H 1.7925 -1.9672 -0.2886 -1.75 0.34 -0.67
H -2.0540 0.9563 -1.0967 -0.52 -0.94 -0.44
H -2.1894 1.5477 0.4160 0.12 -0.02 0.63
H -2.1124 -0.1675 0.3457 -0.04 -1.12 0.00
H -0.7701 2.6066 -1.3956 0.78 0.35 0.70
H 1.0280 2.4254 -1.1973 -0.77 -0.06 0.25
```
Positions in Å, forces in eV/Å.

=====

No. 3
The following is a DFT calculation (wB97M-V/def2-TZVPD) of a molecular structure, C21H23N4O3RuS.

Calculated values
HOMO energy (spin up / spin down) (eV): -14.316 / -14.869
Spin multiplicity: 6
Kohn-Sham gap (spin up / spin down) (eV): 8.9392 / 5.8636
<S²>: 8.8022
Relative energy (zero: lowest compared OMol25 entry of this formula, charge and spin) (eV): 0.046
Total charge: +2
LUMO (spin up / spin down) (eV): -5.38 / -9.01

XYZ file:
```
53
Properties=species:S:1:pos:R:3:forces:R:3
Ru -0.0408 -1.2604 -0.1701 -0.04 -0.05 0.01
C 4.6561 -1.9609 -0.4835 -0.03 0.01 0.00
C 3.3096 -1.2821 -0.7647 0.02 0.01 0.01
C 3.2568 0.1157 -0.1533 0.00 -0.02 -0.01
C 2.1990 -2.1875 -0.2809 0.01 0.03 -0.02
C 1.7821 -2.2117 1.0670 0.00 0.02 -0.02
C 0.8191 -3.1350 1.5065 -0.02 0.02 -0.02
C 0.2487 -4.0684 0.6338 0.00 0.00 0.00
C -0.7393 -5.0852 1.1147 0.00 -0.02 -0.01
C 0.6264 -4.0104 -0.7173 -0.01 0.00 0.01
C 1.5777 -3.0969 -1.1604 -0.01 -0.01 -0.02
H 5.4682 -1.3485 -0.8731 0.01 -0.01 0.00
H 4.7148 -2.9447 -0.9497 0.01 0.00 0.00
H 4.8090 -2.0817 0.5906 0.00 0.00 0.00
H 3.1932 -1.1904 -1.8489 0.00 0.00 0.00
H 3.4458 0.0999 0.9210 -0.01 0.00 0.00
H 2.2949 0.6085 -0.3224 0.00 0.01 0.01
H 4.0257 0.7436 -0.6020 0.00 0.00 0.00
H 2.2239 -1.5295 1.7814 0.00 0.00 0.00
H 0.5299 -3.1345 2.5501 -0.01 0.02 0.00
H -0.2418 -6.0495 1.2397 0.00 0.00 0.00
H -1.5432 -5.2348 0.3935 0.00 0.01 0.00
H -1.1681 -4.8082 2.0759 0.00 0.00 0.00
H 0.1759 -4.6947 -1.4260 0.00 0.00 0.00
H 1.8579 -3.0848 -2.2070 0.01 0.00 0.00
N -4.8787 5.0852 2.3735 0.01 -0.01 0.00
C -3.9091 4.2500 2.0425 -0.01 0.00 0.01
C -3.2023 4.4249 0.8087 0.02 0.00 -0.01
C -2.1933 3.5701 0.4887 -0.04 0.01 0.02
C -1.8686 2.5239 1.3780 0.02 0.05 -0.03
C -2.5527 2.3239 2.5849 0.00 0.02 0.02
C -3.5668 3.1737 2.9234 0.01 -0.01 0.00
S -0.4748 1.5041 0.9614 -0.01 -0.19 -0.14
O -0.4486 0.4091 1.9164 -0.01 0.09 0.04
O 0.6384 2.3908 0.8522 0.00 0.05 0.04
N -0.8543 0.7705 -0.4073 0.10 -0.12 0.18
C -0.3424 1.1194 -1.6524 0.00 0.15 -0.11
N 0.1774 0.0432 -2.2629 -0.02 0.06 0.06
C 0.6808 0.2289 -3.4838 -0.01 -0.06 -0.01
C 0.6775 1.4770 -4.0758 -0.01 0.03 -0.01
C 0.1140 2.5157 -3.3508 0.01 -0.02 -0.01
N -0.4132 2.3440 -2.1362 0.02 -0.05 0.02
H -5.1371 5.8582 1.7745 0.00 0.00 0.00
H -5.3870 4.9854 3.2422 -0.01 0.01 0.00
H -3.4742 5.2412 0.1518 -0.01 0.00 0.01
H -1.6353 3.6749 -0.4352 0.01 0.00 0.00
H -2.2617 1.5097 3.2342 0.00 0.00 0.00
H -4.1113 3.0530 3.8513 0.00 0.00 0.00
H 1.0910 -0.6387 -3.9857 0.01 0.00 0.01
H 1.0911 1.6346 -5.0601 -0.01 0.00 0.00
H 0.0739 3.5199 -3.7548 0.00 0.00 0.00
O -3.2041 -2.1571 0.1451 0.02 -0.06 -0.05
C -2.1105 -2.0035 -0.0386 -0.03 0.04 0.02
```
Positions in Å, forces in eV/Å.

=====

No. 4
The following is a DFT calculation (wB97M-V/def2-TZVPD) of a gas-phase ion, C24H36FN4O5S2 (charge +1).

Calculated values
SMILES: CC[C@@H](C)c1c[n+](CN)c(COCOCCO)c([C@@H](C)F)c1C(=O)OCCCSC(=S)n1ccnc1
HOMO energy (eV): -11.104
Kohn-Sham gap (eV): 7.1004
Total charge: +1
LUMO (eV): -4.00

XYZ file:
```
72
Properties=species:S:1:pos:R:3:forces:R:3
C 4.4796 2.9004 -1.7027 -0.59 -0.12 0.35
C 2.9936 3.2321 -1.5464 0.33 -0.41 0.32
C 2.4177 2.5536 -0.2666 0.18 0.28 -0.12
C 1.8111 3.5561 0.7245 -0.05 -0.20 -0.19
C 1.5335 1.3890 -0.6425 0.06 -0.51 0.07
C 2.1152 0.1321 -0.6276 -0.40 0.38 -0.09
N 1.4572 -0.9942 -0.9579 -0.16 0.24 0.14
C 2.2622 -2.2752 -0.9157 0.73 -0.32 0.14
N 3.0182 -2.4921 0.2745 -0.32 0.47 -0.34
C 0.1575 -0.9664 -1.3100 -0.49 0.41 -0.31
C -0.5589 -2.2622 -1.6525 0.08 0.18 -0.12
O -1.0078 -2.9068 -0.4914 0.11 -0.22 -0.34
C -0.4277 -4.1412 -0.1811 0.09 -0.42 0.57
O -1.4369 -4.9420 0.3332 -0.09 0.14 -0.41
C -1.0374 -6.2912 0.4856 -0.07 -0.19 0.37
C -0.1181 -6.5192 1.6740 0.06 -0.17 -0.57
O 1.2662 -6.3820 1.3710 0.07 0.44 0.15
C -0.5087 0.2693 -1.3593 0.63 0.14 0.26
C -1.9616 0.3802 -1.7539 -0.21 -0.05 -0.40
C -2.2005 0.2566 -3.2551 -0.42 -0.23 0.28
F -2.6998 -0.5625 -1.0612 0.04 -0.21 0.01
C 0.1897 1.4387 -1.0377 0.28 -0.41 0.50
C -0.5557 2.7316 -1.1913 0.48 -0.27 0.09
O -0.7082 3.1611 -2.2886 -0.33 0.59 -1.20
O -1.0393 3.2533 -0.0869 -0.39 -0.23 0.30
C -2.2078 4.1006 -0.2508 -0.08 0.36 0.58
C -2.7687 4.3337 1.1340 -0.18 -0.44 -0.22
C -3.0106 2.9927 1.8472 0.00 0.66 0.25
S -2.5910 3.1198 3.6186 -0.02 -0.23 -0.06
C -1.2451 1.9993 3.7226 0.02 0.38 0.03
S 0.0358 2.3418 4.6412 0.22 -0.10 0.12
N -1.3598 0.8311 2.9640 -0.22 0.26 0.21
C -0.3420 0.1667 2.3203 -0.04 -0.62 -0.26
C -0.9342 -0.8992 1.7134 0.45 0.40 0.34
N -2.2786 -0.9210 1.9730 -0.47 0.08 0.19
C -2.5179 0.1229 2.7157 0.47 -0.59 -0.43
H 4.9809 3.1510 -0.7721 0.31 0.17 0.00
H 4.9324 3.4313 -2.5300 0.14 0.01 -0.13
H 4.5882 1.8260 -1.8376 0.21 -0.13 -0.21
H 2.8780 4.3063 -1.4518 -0.21 0.15 -0.20
H 2.4534 2.8546 -2.4109 -0.17 0.36 -0.23
H 3.2735 2.1155 0.2425 0.07 -0.21 0.10
H 1.0553 3.0846 1.3417 -0.16 0.04 0.20
H 1.3809 4.4028 0.2011 -0.24 0.10 0.01
H 2.5790 3.9408 1.3869 0.18 0.06 0.01
H 3.1464 0.0291 -0.3405 0.15 -0.17 0.04
H 2.9417 -2.2218 -1.7604 0.09 0.02 -0.13
H 1.6186 -3.1214 -1.0831 -0.39 0.14 0.03
H 3.8879 -1.9817 0.2844 0.07 -0.04 0.19
H 2.4814 -2.3127 1.1127 0.10 -0.23 0.17
H 0.0966 -2.8719 -2.2741 -0.04 -0.23 0.03
H -1.4192 -2.0282 -2.2598 -0.21 0.10 -0.11
H 0.3542 -4.0065 0.5795 0.12 0.05 0.04
H 0.0199 -4.6397 -1.0562 -0.02 0.18 -0.25
H -1.9456 -6.8639 0.6370 -0.24 0.08 0.04
H -0.5839 -6.6792 -0.4350 0.11 0.06 -0.14
H -0.2933 -7.5253 2.0488 -0.04 -0.09 0.22
H -0.3824 -5.7805 2.4249 0.04 -0.04 0.29
H 1.3960 -6.4531 0.4236 0.02 -0.21 -0.09
H -2.3674 1.3402 -1.4531 0.07 0.16 0.28
H -2.2737 1.2368 -3.7083 0.33 0.16 -0.15
H -3.1764 -0.2071 -3.3748 -0.11 -0.10 -0.06
H -1.4629 -0.3585 -3.7571 0.15 0.03 -0.16
H -2.9439 3.5864 -0.8616 0.10 -0.14 -0.31
H -1.9431 5.0495 -0.6984 0.19 0.02 -0.33
H -2.1161 4.9930 1.6948 0.13 0.03 0.16
H -3.7240 4.8307 0.9902 -0.04 0.30 0.11
H -2.3629 2.2325 1.4293 -0.18 -0.12 -0.06
H -4.0533 2.7153 1.7525 -0.09 -0.29 -0.03
H 0.6859 0.4650 2.3465 0.10 0.29 0.22
H -0.4529 -1.6475 1.1127 -0.16 -0.09 0.09
H -3.4703 0.4000 3.1221 -0.13 0.14 0.13
```
Positions in Å, forces in eV/Å.

=====

No. 5
The following is a DFT calculation (wB97M-V/def2-TZVPD) of a single C4H7NS molecule.

Calculated values
SMILES: C/C=C\NC=S
HOMO energy (eV): -8.488
Kohn-Sham gap (eV): 8.6678
Relative energy (zero: lowest compared OMol25 entry of this formula, charge and spin) (eV): 1.132
LUMO (eV): 0.18

XYZ file:
```
13
Properties=species:S:1:pos:R:3:forces:R:3
C 1.0039 0.2435 2.7447 -1.32 0.01 -0.57
C -0.0144 -0.7919 2.3152 0.78 0.66 -1.17
C -0.5066 -0.8496 1.0538 0.49 0.02 1.90
N -0.0845 -0.0121 0.0065 -1.48 -0.85 -0.40
C -0.7231 0.0688 -1.2042 1.17 1.25 0.32
S 0.0553 0.5684 -2.5584 -0.40 -0.24 0.27
H 0.7998 1.1565 2.2179 0.15 0.63 -0.45
H 0.7655 0.4658 3.7578 0.28 0.20 1.03
H 2.0428 0.0045 2.6372 0.55 -0.42 -0.04
H -0.2648 -1.4249 3.1533 -0.62 -0.58 -0.60
H -1.2295 -1.5957 0.8002 -0.42 -0.17 -0.26
H 0.8363 0.3486 0.0238 0.98 0.18 -0.04
H -1.8026 0.0105 -1.1586 -0.16 -0.70 0.01
```
Positions in Å, forces in eV/Å.

=====

Please write out number 5 again, unchanged.
The following is a DFT calculation (wB97M-V/def2-TZVPD) of a single C4H7NS molecule.

Calculated values
SMILES: C/C=C\NC=S
HOMO energy (eV): -8.488
Kohn-Sham gap (eV): 8.6678
Relative energy (zero: lowest compared OMol25 entry of this formula, charge and spin) (eV): 1.132
LUMO (eV): 0.18

XYZ file:
```
13
Properties=species:S:1:pos:R:3:forces:R:3
C 1.0039 0.2435 2.7447 -1.32 0.01 -0.57
C -0.0144 -0.7919 2.3152 0.78 0.66 -1.17
C -0.5066 -0.8496 1.0538 0.49 0.02 1.90
N -0.0845 -0.0121 0.0065 -1.48 -0.85 -0.40
C -0.7231 0.0688 -1.2042 1.17 1.25 0.32
S 0.0553 0.5684 -2.5584 -0.40 -0.24 0.27
H 0.7998 1.1565 2.2179 0.15 0.63 -0.45
H 0.7655 0.4658 3.7578 0.28 0.20 1.03
H 2.0428 0.0045 2.6372 0.55 -0.42 -0.04
H -0.2648 -1.4249 3.1533 -0.62 -0.58 -0.60
H -1.2295 -1.5957 0.8002 -0.42 -0.17 -0.26
H 0.8363 0.3486 0.0238 0.98 0.18 -0.04
H -1.8026 0.0105 -1.1586 -0.16 -0.70 0.01
```
Positions in Å, forces in eV/Å.